--- one ---
Computed, not measured: 2 unconnected molecules or ions with the total composition C2H6N2O, with wB97M-V/def2-TZVPD.

```
11
Properties=species:S:1:pos:R:3:mulliken_charge:R:1
C 2.03662 0.25882 0.12229 -0.6247
C -2.33404 0.18299 -0.05730 -0.5828
N 0.59478 0.44212 0.10516 -0.3490
N -0.10815 -0.51698 -0.10070 0.5074
O 0.01663 -1.69996 -0.32672 -0.5559
H 2.33805 -0.56061 -0.53851 0.2978
H 2.34966 0.02552 1.14232 0.2687
H 2.49438 1.19610 -0.18807 0.2434
H -2.13621 1.20386 0.20011 0.2620
H -2.58179 -0.05204 -1.07165 0.2690
H -2.66994 -0.47982 0.71307 0.2640
```

net charge: 0
orbital gap (alpha / beta): 9.24 / 8.38 eV
LUMO (alpha / beta): 0.136 / -0.381 eV

---

--- two ---
Computed, not measured: a single C2H6N2O molecule, with wB97M-V/def2-TZVPD.

```
11
Properties=species:S:1:pos:R:3:mulliken_charge:R:1
N -1.19184 -1.00066 0.48350 -0.6520
C 0.18191 -0.99967 -0.03866 -0.2463
C 0.99337 0.39493 -0.23669 0.4207
N 0.22961 1.47074 -0.45513 -0.4053
O 2.27481 0.49168 -0.31990 -0.6422
H -1.43986 -0.53860 1.44484 0.2538
H -1.88403 -0.47009 -0.09371 0.2497
H 0.19516 -1.46443 -1.07117 0.2331
H 0.75400 -1.73211 0.60525 0.2854
H -0.76444 1.47012 -0.08538 0.2303
H 0.65132 2.37810 -0.23295 0.2728
```

net charge: 0
orbital gap: 9.92 eV
LUMO: 0.638 eV

---

Computed energies relative to the best structure, in kJ/mol: one 457.2; two 0.0

---

--- one ---
Computed, not measured: 2 unconnected molecules or ions with the total composition C5H13NO, with wB97M-V/def2-TZVPD.

```
20
Properties=species:S:1:pos:R:3:mulliken_charge:R:1
C -1.96777 -0.97857 0.72553 -0.9743
N -0.80415 -0.27264 1.28658 -0.3633
C 0.42568 -0.90006 0.70753 -0.5369
C 2.15310 -0.19972 -2.67081 -1.0422
C 1.71575 0.11492 -1.26907 -0.1612
C 0.56271 -0.43007 -0.71817 0.1924
H -2.93922 -0.60541 1.09172 0.3247
H -2.00633 -0.94917 -0.35646 0.3250
H -2.04348 -2.04212 1.01294 0.3848
H -0.79306 -0.56697 2.26047 0.2739
H 0.47391 -1.97230 0.95163 0.3869
H 1.33994 -0.51817 1.17125 0.3676
H 2.36918 0.72687 -3.20653 0.3605
H 3.04362 -0.80410 -2.50168 0.3370
H 1.40474 -0.77681 -3.20282 0.3619
H 2.18986 0.90834 -0.69494 0.4472
H -0.32149 -0.60643 -1.32936 0.3045
H -1.31351 1.59981 1.00104 0.3766
H -0.94198 2.35739 2.24636 0.3010
O -1.54452 2.41074 1.50532 -0.6659
```

net charge: +1
orbital gap (alpha / beta): 8.01 / 5.50 eV
2S+1: 2
LUMO (alpha / beta): -5.721 / -8.223 eV

---

--- two ---
Computed, not measured: a gas-phase ion, C5H13NO (charge +1), with wB97M-V/def2-TZVPD.

```
20
Properties=species:S:1:pos:R:3:mulliken_charge:R:1
C 0.81692 1.30662 -1.30912 -0.8976
N 0.65397 0.49168 -0.12168 0.4252
C 0.94108 1.12821 1.17480 -1.1346
C -1.56804 0.01436 0.77269 -1.4411
C -0.57576 -0.39248 -0.32499 0.2053
C -0.14335 -1.82946 -0.00250 -0.8260
O 0.76700 -2.27453 -1.03606 -0.5206
H 1.08574 2.35230 -1.09867 0.3686
H -0.12140 1.37981 -1.86361 0.3761
H 1.52648 0.89857 -2.04995 0.3583
H 0.33937 2.00346 1.43011 0.4674
H 0.81791 0.43123 1.99721 0.4292
H 2.00555 1.30870 1.32976 0.3848
H -1.19379 0.30353 1.72903 0.3982
H -2.33690 -0.71082 0.99404 0.4016
H -2.03982 0.94923 0.37087 0.3854
H -1.02068 -0.36412 -1.32437 0.5895
H -0.84068 -2.58190 0.31971 0.4309
H 0.60953 -1.84235 0.82053 0.2754
H 0.27690 -2.57203 -1.80782 0.3241
```

net charge: +1
orbital gap (alpha / beta): 11.97 / 7.38 eV
2S+1: 2
LUMO (alpha / beta): -2.719 / -7.351 eV

---

--- three ---
Computed, not measured: 2 unconnected molecules or ions with the total composition C5H13NO, with wB97M-V/def2-TZVPD.

```
20
Properties=species:S:1:pos:R:3:mulliken_charge:R:1
C 1.27624 0.68937 -0.40862 -0.5204
C 0.49045 1.43513 -1.48838 -0.5500
C -0.97746 1.42623 -1.17639 0.7772
C -1.78692 0.54073 -1.89798 -0.7517
C -1.50381 2.21601 -0.04418 -1.0199
N 0.88493 -0.69041 -0.18500 -0.5273
H 1.39747 1.26667 0.52138 0.3609
H 2.32565 0.74592 -0.73404 0.3479
H 0.65053 0.98401 -2.45766 0.3910
H 0.83160 2.46194 -1.49381 0.3082
H -2.71019 0.13269 -1.50409 0.3238
H -1.61307 0.24738 -2.92155 0.3202
H -2.36050 1.75781 0.44115 0.3980
H -0.65999 2.28875 0.64507 0.2980
H -1.68678 3.26026 -0.33784 0.3477
H -0.12364 -0.79912 -0.20359 0.2189
H 1.14052 -0.98333 0.75077 0.2775
H 0.77054 -5.59515 3.82969 0.3095
H 2.24818 -5.52635 4.16197 0.3193
O 1.40623 -5.85853 4.50312 -0.6289
```

net charge: +1
orbital gap (alpha / beta): 8.08 / 4.76 eV
2S+1: 2
LUMO (alpha / beta): -5.136 / -8.455 eV

---

Computed energies relative to the best structure, in kJ/mol: one 101.8; two 0.0; three 36.6

---

--- one ---
Computed, not measured: a gas-phase ion, C2H9N5 (charge +2), with wB97M-V/def2-TZVPD.

```
16
Properties=species:S:1:pos:R:3:mulliken_charge:R:1
N -0.07764 2.08141 1.78160 -0.2997
C -0.29168 0.81781 1.38691 0.1568
N -0.42182 0.41619 0.16044 -0.2304
C -0.36691 -0.94894 -0.28095 0.6416
N -0.99540 -1.85232 0.45004 -0.3027
N 0.18977 -1.20604 -1.42704 -0.6056
N 1.14075 -0.44042 -2.16079 -0.2008
H -0.03868 2.29525 2.80224 0.2983
H -0.15769 2.92259 1.16282 0.2685
H -0.00458 0.13000 2.17081 0.3531
H -0.73642 1.13370 -0.44729 0.2713
H -1.11126 -2.84048 0.25965 0.2792
H -1.26508 -1.57165 1.38304 0.1905
H 1.94963 -1.10797 -2.56527 0.4315
H 0.72145 -0.09958 -3.14228 0.4330
H 1.46555 0.27045 -1.53394 0.3154
```

net charge: +2
orbital gap: 9.96 eV
LUMO: -8.487 eV

---

--- two ---
Computed, not measured: a gas-phase ion, C2H9N5 (charge +2), with wB97M-V/def2-TZVPD.

```
16
Properties=species:S:1:pos:R:3:mulliken_charge:R:1
C 2.80509 -0.05297 -0.13765 -0.5803
N 1.57076 0.11485 0.45486 -0.0314
N 0.55501 0.36978 -0.17829 -0.0620
C -0.69265 0.70479 0.02409 0.4989
N -1.05521 1.96811 0.22302 -0.3020
N -1.67116 -0.23395 -0.26365 -0.2190
N -1.54419 -1.61355 0.06962 -0.2624
H 2.87774 0.16467 -1.20841 0.3943
H 3.51412 0.54451 0.46156 0.3025
H 3.15152 -1.07598 0.08720 0.3181
H -0.35262 2.68906 0.33752 0.2647
H -2.00211 2.29357 0.08847 0.2372
H -2.62235 0.09207 -0.39656 0.2597
H -2.03152 -1.87060 0.95731 0.3979
H -1.95840 -2.19544 -0.68991 0.4039
H -0.54405 -1.89892 0.17081 0.3798
```

net charge: +2
orbital gap: 9.26 eV
LUMO: -9.047 eV

---

--- three ---
Computed, not measured: 2 unconnected molecules or ions with the total composition C2H9N5, with wB97M-V/def2-TZVPD.

```
16
Properties=species:S:1:pos:R:3:mulliken_charge:R:1
C 0.39920 1.06792 -1.27708 0.3814
C -1.18151 -0.62875 2.17484 -0.6029
N 0.30700 0.17632 -2.04297 0.5018
N 0.60753 -0.42489 0.65347 -0.1194
N 0.91555 2.06698 -0.64689 -0.3712
N -0.20431 -0.64456 -2.86060 -0.6288
N 0.15277 -0.79158 1.73415 0.0609
H -1.19995 -0.43970 3.21229 0.2989
H -1.81375 0.04797 1.52244 0.3237
H -1.47862 -1.74260 1.94565 0.3575
H 1.48976 -0.81139 0.59949 0.2239
H 0.29727 2.70898 -0.10648 0.3035
H 1.84766 2.48622 -0.98045 0.3147
H 0.13965 -1.61394 -2.98158 0.2861
H -0.87997 -0.25552 -3.54675 0.2785
H 0.60171 -1.20145 2.60048 0.3913
```

net charge: +2
orbital gap: 8.06 eV
LUMO: -9.966 eV

---

Computed energies relative to the best structure, in kJ/mol: one 0.0; two 187.3; three 319.4

---

--- one ---
Computed, not measured: 2 unconnected molecules or ions with the total composition C7H10N3O4, with wB97M-V/def2-TZVPD.

```
24
Properties=species:S:1:pos:R:3:mulliken_charge:R:1
C 2.05745 -0.04434 1.13887 -1.0400
C 1.26293 0.90060 0.07281 -0.0427
C -0.31022 1.09173 0.47942 -0.3739
O -1.17521 0.34629 -0.42340 -0.3286
C -2.46416 0.06765 0.15414 0.0253
C -3.11261 1.29444 0.96602 0.2339
N -3.52439 1.99208 1.87482 -0.4845
C -2.31388 -1.28442 1.07119 -0.3669
C -1.53883 -2.38857 0.18070 0.1925
N -0.72100 -3.00120 -0.46201 -0.4398
H 3.18354 0.09001 0.88877 0.2931
H 1.79274 -1.15791 1.01922 0.2297
H 1.92408 0.34144 2.22169 0.3370
H 1.74886 1.95487 0.11451 0.3287
H 1.34638 0.43067 -0.98140 -0.0282
H -0.48058 0.87773 1.59676 0.2629
H -0.53434 2.21974 0.30220 0.2095
H -3.14874 -0.25453 -0.72774 0.3322
H -1.66492 -0.96047 1.97581 0.2571
H -3.34942 -1.66942 1.37378 0.3985
N 2.75587 -0.21220 -3.20996 0.9577
O 3.38649 -0.28641 -2.13576 -0.6287
O 1.86160 0.64676 -3.34867 -0.6502
O 3.01833 -0.99455 -4.14177 -0.6749
```

net charge: -1
orbital gap: 6.84 eV
LUMO: 2.570 eV

---

--- two ---
Computed, not measured: 2 unconnected molecules or ions with the total composition C7H10N3O4, with wB97M-V/def2-TZVPD.

```
24
Properties=species:S:1:pos:R:3:mulliken_charge:R:1
C -1.80237 -1.82144 -0.40879 0.3424
C -2.08711 0.13317 0.51220 0.3960
C 0.46751 1.10772 -1.52534 0.1055
C 2.31706 1.26308 1.72529 -1.5306
C 1.80691 -0.94164 -0.71890 -1.3835
C 1.04834 0.95366 0.80495 -0.5584
C 1.21364 0.45569 -0.50293 1.4685
N -3.13165 -1.46043 -0.78488 -0.2126
N -3.35531 -0.20399 -0.09991 -0.3894
N -1.26840 -0.89162 0.39379 -0.2723
O -0.48404 1.26286 -2.21101 -0.5883
O -1.28774 -2.89470 -0.71098 -0.7406
O -1.87480 1.17185 1.12178 -0.6849
O 1.69754 1.53751 -1.43180 -0.5369
H 2.13888 1.50782 2.72220 0.4691
H 2.77717 2.11359 1.23140 0.3198
H 2.96266 0.45091 1.80053 0.3608
H 1.08381 -1.65985 -0.57147 0.3107
H 2.11156 -0.98243 -1.81581 0.3559
H 2.63035 -0.99399 -0.12309 0.3412
H 0.29958 1.70079 1.10856 0.5424
H 0.48901 -0.00005 1.23224 0.3525
H -3.92357 -2.17960 -0.92573 0.2567
H -3.82904 0.37108 -0.82230 0.2762
```

net charge: -1
orbital gap: 8.30 eV
LUMO: 3.537 eV

---

Computed energies relative to the best structure, in kJ/mol: one 510.7; two 0.0

---

--- one ---
Computed, not measured: a single C5H7NO2 molecule, with wB97M-V/def2-TZVPD.

```
15
Properties=species:S:1:pos:R:3:mulliken_charge:R:1
C 0.68178 0.16848 -2.48037 0.5354
C 0.40471 0.66803 0.94111 -0.6444
C -0.63375 -0.50354 1.05876 -0.3838
C 0.31267 1.44517 -0.33801 -0.6723
C 0.10681 -1.82459 1.00256 -0.4313
N 0.89526 0.82669 -1.50878 -0.2504
O 0.75958 -0.41050 -3.48999 -0.4610
O -0.49447 -2.78879 0.31353 -0.2162
H 0.08381 1.39658 1.59778 0.3833
H 1.47261 0.33981 1.06621 0.3494
H -0.88714 -0.43703 2.18315 0.2526
H -1.46153 -0.51266 0.44666 0.5151
H -0.67920 1.72042 -0.41380 0.4662
H 0.85271 2.50450 -0.21329 0.2797
H -1.41386 -2.59258 -0.16554 0.2775
```

net charge: 0
orbital gap: 9.13 eV
LUMO: 0.458 eV

---

--- two ---
Computed, not measured: a single C5H7NO2 molecule, with wB97M-V/def2-TZVPD.

```
15
Properties=species:S:1:pos:R:3:mulliken_charge:R:1
H -2.58591 1.18868 1.45163 0.2567
N -1.90128 1.05717 0.71003 -0.5843
C -1.07458 0.13761 0.91587 -0.4203
C 0.00401 -0.13569 -0.06789 1.1230
C 1.40841 0.14530 0.41478 0.4406
O 2.42615 0.00361 -0.21119 -0.5803
O 1.42132 0.48395 1.71884 -0.4728
C -0.18583 -1.23352 -1.06667 -0.8442
C -0.10940 0.34384 -1.47641 -0.8329
H -0.99337 -0.45678 1.83855 0.3957
H 2.34156 0.56162 2.01752 0.3496
H -1.15958 -1.66347 -1.24472 0.3109
H 0.64554 -1.90609 -1.21710 0.2799
H 0.76636 0.57852 -2.06036 0.2810
H -1.00340 0.89526 -1.72285 0.2974
```

net charge: 0
orbital gap: 10.84 eV
LUMO: 0.715 eV

---

Computed energies relative to the best structure, in kJ/mol: one 253.5; two 0.0

---

--- one ---
Computed, not measured: a single C5H7NO2 molecule, with wB97M-V/def2-TZVPD.

```
15
Properties=species:S:1:pos:R:3:mulliken_charge:R:1
C -0.89695 1.64999 0.70753 -1.2629
C -0.76440 0.59793 -0.36262 -0.2037
O 0.27180 0.65868 -1.30596 -0.5007
C 0.42498 -0.36145 -0.37480 1.0544
C 1.61860 -0.30667 0.54080 -1.2295
N 0.16715 -1.67486 -0.79608 -0.3415
C -0.66927 -2.40182 -1.23638 0.5593
O -1.36772 -3.25053 -1.60212 -0.4494
H 0.06538 2.09130 0.95374 0.3710
H -1.56513 2.44239 0.36933 0.3273
H -1.33036 1.20004 1.60493 0.2785
H -1.69958 0.24352 -0.78637 0.4117
H 1.41281 -0.86376 1.45363 0.2893
H 2.47761 -0.74909 0.04137 0.3510
H 1.85509 0.72432 0.79300 0.3452
```

net charge: 0
orbital gap: 10.50 eV
LUMO: 0.750 eV

---

--- two ---
Computed, not measured: 3 unconnected molecules or ions with the total composition C5H7NO2, with wB97M-V/def2-TZVPD.

```
15
Properties=species:S:1:pos:R:3:mulliken_charge:R:1
C 0.99072 -0.40869 -0.01843 -0.1287
C 1.06430 -1.44592 0.87079 -0.3312
C 0.59597 -1.75794 -0.31575 -0.2192
H 1.20952 -1.79924 1.96455 0.2969
H 0.19803 -2.43685 -1.02780 0.3960
O 3.27099 0.12315 -0.80282 -0.4450
C 2.65600 0.87912 -0.16819 0.7651
O 2.30620 1.75696 0.44974 -0.3778
C -1.93205 0.53709 -0.67481 -0.8195
N -1.11493 0.82288 0.54552 -0.5066
H -1.33840 0.36331 -1.54137 0.2575
H -2.62200 -0.35146 -0.58963 0.2690
H -2.62961 1.35089 -0.73968 0.3793
H -1.66128 0.56497 1.43718 0.2400
H -0.99347 1.80173 0.61071 0.2242
```

net charge: 0
orbital gap: 9.27 eV
LUMO: 0.877 eV

---

Computed energies relative to the best structure, in kJ/mol: one 0.0; two 370.9